A molecular structure, C17H14BrClO2Tc in a non-equilibrium geometry, computed with ωB97M-V/def2-TZVPD.

Results
Maximum force: 4.640 eV/Å
Total charge: 0
Calculated total energy: -106712.6743 eV
Multiplicity: 4
E_LUMO (alpha / beta): -0.6539 / -1.2788 eV

Geometry as XYZ:
```
36
Properties=species:S:1:pos:R:3:forces:R:3:lowdin_charge:R:1
C -2.235 -0.937 -0.062 0.297 0.075 0.312 -0.17
C -1.592 -1.125 -1.325 0.218 0.047 -0.175 -0.18
C -1.346 0.165 -1.883 -0.739 0.442 -1.087 -0.23
H -1.356 -2.096 -1.784 -0.102 0.658 0.303 0.13
C -1.811 1.151 -0.957 0.332 -0.027 -0.539 -0.14
C -2.357 0.461 0.168 0.262 0.047 0.178 -0.13
H -2.783 0.930 1.069 0.448 -0.458 -0.658 0.13
H -2.526 -1.733 0.643 0.384 0.692 -0.478 0.12
H -0.939 0.369 -2.885 -0.247 -0.162 0.778 0.12
H -1.771 2.244 -1.084 0.030 -0.773 0.064 0.13
Tc -0.021 -0.054 -0.045 -3.497 -1.551 2.627 1.36
Cl 0.174 -1.950 1.478 0.447 -0.775 -0.400 0.13
C 2.322 0.114 0.298 0.291 0.158 -0.375 -0.21
C 1.943 1.351 -0.308 0.220 0.240 -0.160 -0.18
C 1.445 1.067 -1.616 0.843 0.525 -0.465 -0.20
H 1.988 2.348 0.168 -0.127 -0.916 -0.387 0.08
C 1.530 -0.339 -1.823 0.780 -0.046 -0.532 -0.20
C 2.090 -0.931 -0.649 0.378 -0.172 -0.204 -0.23
H 2.264 -2.008 -0.482 -0.184 0.934 -0.114 0.10
H 2.698 -0.017 1.324 -0.419 0.096 -0.714 0.11
H 1.067 1.818 -2.330 0.254 -0.608 0.536 0.12
H 1.244 -0.886 -2.736 0.161 0.405 0.681 0.12
Br 1.977 2.818 2.980 0.172 0.180 0.114 0.84
C 0.864 2.150 4.349 -0.957 -0.569 1.088 -0.58
C 1.141 2.609 5.654 -0.167 -0.152 -0.174 -0.14
C 0.385 2.184 6.749 -0.094 -0.140 -0.390 -0.08
C -0.673 1.292 6.553 0.229 0.171 -0.220 -0.08
C -0.961 0.832 5.268 0.063 0.109 0.168 -0.02
C -0.210 1.241 4.142 0.746 0.324 0.434 -0.13
C -0.586 0.611 2.817 -0.725 -0.021 0.028 -0.64
O -1.581 -0.103 2.791 0.122 0.410 0.091 -0.04
O 0.161 0.890 1.791 0.065 0.640 0.782 -0.32
H 1.961 3.304 5.818 -0.140 -0.135 -0.156 0.09
H 0.619 2.546 7.753 -0.021 -0.082 -0.379 0.11
H -1.265 0.955 7.406 0.148 0.072 -0.307 0.10
H -1.794 0.128 5.148 0.529 0.362 -0.271 0.12
```
Forces are in eV/Å.

***

A molecular structure, C17H14IIr in a non-equilibrium geometry, computed with ωB97M-V/def2-TZVPD.

Results
Maximum force: 2.856 eV/Å
Total charge: +2
Relative energy (zero: lowest compared OMol25 entry of this formula, charge and spin): 2.690 eV
Calculated total energy: -28775.9702 eV
Multiplicity: 1
E_LUMO (alpha / beta): -10.2475 / -9.9646 eV

Geometry as XYZ:
```
33
Properties=species:S:1:pos:R:3:forces:R:3:nbo_charge:R:1
Ir -0.414 1.698 -0.606 1.155 -2.611 -0.081 0.73
C 2.302 0.737 2.580 0.098 -0.287 0.245 -0.67
C 1.839 1.673 1.534 -0.027 -0.122 -0.740 0.10
C 0.609 2.364 1.675 -0.196 -0.020 -0.230 -0.15
C 0.226 3.371 0.766 -0.139 0.605 -0.144 -0.31
C 0.969 3.540 -0.426 0.048 0.699 0.087 -0.34
C 2.131 2.761 -0.626 -0.418 0.231 -0.144 -0.12
C 2.590 1.900 0.367 -0.485 -0.191 0.415 -0.17
H 3.389 0.712 2.638 0.006 0.053 0.040 0.26
H 1.978 -0.283 2.346 -0.034 0.029 -0.042 0.27
H 1.884 0.986 3.553 0.053 0.022 0.052 0.26
H 0.053 2.243 2.595 -0.192 -0.114 -0.037 0.27
H -0.572 4.059 1.023 0.026 -0.098 -0.002 0.29
H 0.759 4.372 -1.087 -0.033 -0.132 -0.071 0.29
H 2.724 2.910 -1.519 -0.074 -0.019 -0.066 0.28
H 3.555 1.425 0.253 0.033 -0.138 -0.036 0.26
I -3.028 1.450 -1.256 2.323 -1.349 0.761 0.59
C -2.701 -0.676 -0.976 -0.516 -0.016 -0.013 -0.10
C -3.834 -1.465 -0.922 0.281 0.585 -0.106 -0.19
C -3.702 -2.847 -0.811 0.552 -0.506 0.039 -0.19
C -2.445 -3.421 -0.794 -0.483 0.277 -0.040 -0.09
C -1.281 -2.625 -0.840 -0.113 0.364 -0.056 -0.09
C 0.000 -3.212 -0.842 0.237 0.339 -0.028 -0.06
C 1.140 -2.427 -0.877 -0.360 -0.198 -0.109 -0.20
C 1.032 -1.038 -0.876 0.174 0.590 0.033 -0.19
C -0.208 -0.399 -0.854 -1.375 1.987 0.117 -0.15
C -1.391 -1.195 -0.892 -0.436 0.147 0.050 -0.07
H -4.818 -1.021 -0.972 -0.082 -0.012 -0.010 0.25
H -4.585 -3.464 -0.754 -0.074 -0.040 -0.020 0.26
H -2.339 -4.495 -0.747 -0.001 -0.068 0.012 0.25
H 0.084 -4.291 -0.838 -0.012 -0.012 0.061 0.25
H 2.114 -2.893 -0.910 0.062 0.029 0.002 0.25
H 1.939 -0.449 -0.907 0.000 -0.025 0.061 0.23
```
Forces are in eV/Å.

***

C17H14N2O in the gas phase in a non-equilibrium geometry, computed with ωB97M-V/def2-TZVPD.

Results
Maximum force: 3.915 eV/Å
Total charge: 0
SMILES: CO[C@H](c1ccccc1)C(C#N)(C#N)c1ccccc1
Relative energy (zero: lowest compared OMol25 entry of this formula, charge and spin): 3.509 eV
Calculated total energy: -22881.0578 eV
Multiplicity: 1
E_LUMO: 0.2396 eV

Geometry as XYZ:
```
34
Properties=species:S:1:pos:R:3:forces:R:3:nbo_charge:R:1
C -0.851 0.471 3.946 -0.295 0.755 -0.497 -0.25
O -0.239 1.249 2.882 0.367 0.287 0.965 -0.54
C -0.958 2.222 2.200 -1.841 -2.069 -0.013 0.19
C -0.276 2.388 0.818 -0.570 -0.557 0.125 -0.10
C -1.073 2.500 -0.328 0.231 1.020 -0.956 -0.18
C -0.496 2.919 -1.560 0.936 -0.677 1.451 -0.21
C 0.912 2.991 -1.669 -1.362 0.753 -0.056 -0.20
C 1.686 2.648 -0.578 1.008 -0.157 0.518 -0.22
C 1.111 2.295 0.648 0.022 0.387 0.268 -0.17
C -1.220 3.781 3.014 -0.061 -0.137 -1.043 -0.32
C 0.107 4.353 2.975 3.801 0.911 -0.213 0.29
N 1.241 4.654 2.924 -3.095 -0.633 0.271 -0.28
C -2.080 4.405 1.992 -1.769 0.850 -1.813 0.31
N -2.832 4.764 1.170 1.756 -0.725 2.003 -0.29
C -1.856 3.977 4.407 -0.744 -1.650 1.168 -0.04
C -3.256 3.786 4.555 0.469 -0.648 -0.213 -0.20
C -3.813 3.416 5.786 -0.345 0.356 -0.355 -0.21
C -3.043 3.344 6.938 0.315 -0.070 -0.255 -0.20
C -1.683 3.626 6.835 0.182 0.396 -0.078 -0.22
C -1.095 3.976 5.607 0.078 -0.588 -0.461 -0.14
H -0.016 0.162 4.562 -0.033 -0.033 0.218 0.20
H -1.573 1.068 4.527 0.355 -0.084 -0.118 0.19
H -1.373 -0.426 3.575 0.225 0.374 -0.250 0.18
H -2.005 1.738 2.054 1.164 1.530 0.089 0.19
H -2.156 2.342 -0.299 0.385 0.385 0.249 0.22
H -1.124 3.253 -2.362 -0.234 -0.241 -0.340 0.22
H 1.354 3.436 -2.566 -0.073 -0.414 0.300 0.22
H 2.791 2.745 -0.639 -0.879 -0.332 0.013 0.22
H 1.733 1.964 1.490 -0.237 0.503 -0.353 0.24
H -3.910 3.780 3.674 0.368 0.041 0.295 0.23
H -4.874 3.146 5.830 0.367 0.285 -0.058 0.22
H -3.487 3.046 7.891 0.185 0.069 -0.326 0.22
H -1.057 3.538 7.727 -0.130 0.190 -0.366 0.22
H -0.006 4.129 5.588 -0.548 -0.075 -0.168 0.23
```
Forces are in eV/Å.

***

C17H14N6O2 in the gas phase in a non-equilibrium geometry, computed with ωB97M-V/def2-TZVPD.

Results
Maximum force: 1.692 eV/Å
Total charge: 0
SMILES: Cc1ccc(-c2nnc(COc3cccc(-n4cnnn4)c3)o2)cc1
Relative energy (zero: lowest compared OMol25 entry of this formula, charge and spin): 0.055 eV
Calculated total energy: -30889.8051 eV
Multiplicity: 1
E_LUMO: 0.0798 eV

Geometry as XYZ:
```
39
Properties=species:S:1:pos:R:3:forces:R:3:nbo_charge:R:1
C 2.133 3.168 3.088 0.098 -0.006 -0.030 -0.64
C 0.998 2.382 2.521 -0.142 -0.035 -0.038 0.02
C 0.507 1.254 3.172 -0.009 0.109 -0.037 -0.20
C -0.489 0.483 2.609 -0.159 0.001 -0.241 -0.17
C -1.012 0.830 1.364 0.384 0.451 0.049 -0.09
C -1.929 -0.062 0.699 -0.447 -0.780 0.046 0.46
N -2.462 -1.157 1.156 0.671 0.947 0.984 -0.30
N -3.058 -1.773 0.120 -0.605 -0.492 -1.337 -0.27
C -2.880 -1.029 -0.922 -0.365 -0.342 0.316 0.41
C -3.073 -1.393 -2.353 -0.275 0.206 0.132 -0.12
O -1.821 -1.295 -3.028 0.437 -0.050 -0.114 -0.50
C -0.737 -1.628 -2.238 0.404 -0.174 0.098 0.30
C -0.612 -2.878 -1.642 -0.106 0.158 -0.288 -0.26
C 0.426 -3.117 -0.758 -0.003 0.124 -0.015 -0.18
C 1.325 -2.118 -0.438 0.099 0.111 -0.020 -0.24
C 1.202 -0.874 -1.047 -0.579 -0.836 -0.117 0.21
N 2.060 0.159 -0.651 0.685 1.517 -0.299 -0.22
C 2.311 1.372 -1.206 -0.006 -0.591 0.323 0.16
N 3.140 2.017 -0.431 -0.129 0.711 -0.817 -0.29
N 3.392 1.209 0.594 0.623 0.177 0.676 -0.07
N 2.772 0.114 0.484 -0.485 -1.189 0.334 -0.05
C 0.192 -0.630 -1.966 0.067 -0.121 -0.060 -0.28
O -2.192 0.095 -0.622 -0.101 0.179 0.091 -0.42
C -0.546 1.974 0.715 -0.126 -0.179 0.073 -0.20
C 0.443 2.740 1.295 0.036 -0.003 0.110 -0.21
H 3.055 2.855 2.596 0.083 0.034 0.035 0.25
H 2.237 2.995 4.156 0.037 0.039 0.087 0.22
H 2.001 4.232 2.906 0.022 0.087 0.038 0.22
H 0.926 0.970 4.126 0.047 -0.031 0.109 0.21
H -0.859 -0.404 3.098 0.001 -0.114 0.084 0.24
H -3.488 -2.406 -2.401 0.035 0.170 0.065 0.21
H -3.740 -0.696 -2.868 0.050 -0.142 0.040 0.22
H -1.343 -3.645 -1.847 -0.094 -0.074 -0.026 0.23
H 0.513 -4.085 -0.290 0.014 -0.087 0.055 0.23
H 2.104 -2.271 0.290 0.054 -0.051 0.033 0.24
H 1.914 1.728 -2.131 -0.146 0.042 -0.242 0.22
H 0.061 0.337 -2.425 -0.081 0.120 0.023 0.23
H -0.958 2.247 -0.246 -0.021 0.029 -0.084 0.22
H 0.813 3.617 0.783 0.033 0.083 -0.039 0.22
```
Forces are in eV/Å.

***

A molecular structure, C17H15BaCl2N3O6S2, computed with ωB97M-V/def2-TZVPD.

Results
Maximum force: 0.241 eV/Å
Total charge: -2
Relative energy (zero: lowest compared OMol25 entry of this formula, charge and spin): 0.557 eV
Calculated total energy: -82043.2136 eV
Multiplicity: 1
E_LUMO: 3.5598 eV

Geometry as XYZ:
```
46
Properties=species:S:1:pos:R:3:forces:R:3:nbo_charge:R:1
Ba -1.155 0.244 1.440 -0.046 -0.110 0.089 1.83
O 4.425 -0.119 6.861 -0.007 0.008 0.003 -0.75
C 4.626 0.360 5.730 0.009 -0.024 -0.005 0.74
O 5.674 0.826 5.233 -0.006 0.009 0.000 -0.77
C 3.394 0.380 4.785 0.004 0.019 -0.004 -0.08
C 3.508 0.907 3.504 0.021 -0.021 0.021 -0.24
C 2.402 0.908 2.676 0.017 -0.001 0.033 0.01
N 1.208 0.439 3.047 -0.117 -0.018 -0.150 -0.54
C 1.084 -0.066 4.282 0.081 0.018 0.017 0.08
C 2.155 -0.117 5.168 -0.022 -0.006 -0.011 -0.20
C -0.304 -0.590 4.682 0.036 0.029 -0.003 0.75
O -0.401 -1.233 5.722 -0.010 0.040 0.020 -0.68
O -1.241 -0.296 3.862 -0.033 -0.106 0.006 -0.91
H 4.467 1.299 3.192 -0.010 0.003 -0.022 0.24
H 2.465 1.307 1.666 -0.001 -0.003 -0.003 0.17
H 2.023 -0.541 6.152 -0.010 -0.001 -0.001 0.26
Cl -3.755 -0.818 -0.534 -0.007 0.024 -0.025 -0.03
C -3.413 -2.148 -1.616 0.013 0.041 0.035 -0.07
C -4.316 -2.329 -2.649 0.007 -0.002 -0.006 -0.23
C -4.119 -3.346 -3.569 0.025 -0.012 0.004 -0.26
C -3.004 -4.160 -3.431 -0.024 0.028 0.006 -0.23
C -2.119 -3.956 -2.389 0.002 -0.004 0.006 -0.07
Cl -0.746 -5.027 -2.315 -0.001 0.006 0.006 -0.02
C -2.268 -2.947 -1.406 0.017 0.017 -0.035 -0.20
S -1.149 -2.736 -0.113 -0.017 0.104 0.056 -0.46
H -5.168 -1.667 -2.722 0.000 0.003 0.000 0.22
H -4.819 -3.498 -4.379 0.004 -0.005 -0.004 0.20
H -2.808 -4.961 -4.132 -0.007 0.001 -0.005 0.21
C 1.013 1.846 -4.198 -0.015 -0.008 -0.016 -0.40
N 0.841 1.886 -2.759 -0.013 0.006 0.024 -0.43
C 1.178 3.089 -2.004 -0.002 0.005 0.009 -0.41
C 0.249 0.885 -2.068 -0.013 0.130 -0.056 0.71
C -0.201 -0.341 -2.811 -0.059 -0.023 0.004 -0.73
O 0.062 1.018 -0.860 0.109 -0.148 0.050 -0.71
H 1.426 2.796 -4.526 -0.007 0.004 -0.001 0.21
H 0.064 1.694 -4.717 0.003 -0.007 0.004 0.20
H 1.702 1.057 -4.505 0.004 0.000 0.003 0.20
H 1.643 3.807 -2.674 0.003 0.000 0.000 0.19
H 1.868 2.852 -1.195 0.002 0.000 -0.004 0.22
H 0.286 3.529 -1.555 -0.003 0.001 -0.003 0.23
H 0.476 -0.628 -3.613 0.016 -0.008 0.005 0.21
H -1.185 -0.145 -3.247 0.011 0.001 -0.018 0.24
H -0.310 -1.158 -2.097 0.032 0.021 0.003 0.28
O -1.873 5.205 1.400 0.028 -0.029 0.001 -1.00
S -1.571 3.786 1.673 -0.118 0.183 -0.104 1.26
N -2.312 2.705 1.009 0.106 -0.164 0.068 -1.20
```
Forces are in eV/Å.

***

A molecular structure, C17H15Br4ClN2O7Pr in a non-equilibrium geometry, computed with ωB97M-V/def2-TZVPD.

Results
Maximum force: 1.572 eV/Å
Total charge: -1
Relative energy (zero: lowest compared OMol25 entry of this formula, charge and spin): 0.000 eV
Calculated total energy: -341953.5556 eV
Multiplicity: 3
E_LUMO (alpha / beta): 2.0407 / 2.0406 eV

Geometry as XYZ:
```
47
Properties=species:S:1:pos:R:3:forces:R:3:nbo_charge:R:1
Pr -0.362 0.068 -0.105 1.259 0.716 -0.611 1.60
C -2.461 -1.051 3.801 -0.075 -0.029 0.425 -0.61
C -2.108 -1.505 2.409 0.039 0.024 -0.017 0.16
C -2.799 -2.793 2.026 -0.190 -0.211 0.012 -0.63
O -0.670 -1.682 2.369 -0.317 0.088 -0.158 -0.71
C -2.336 -0.377 1.381 -0.459 -0.112 0.132 0.72
O -1.883 0.763 1.667 -0.422 0.036 0.601 -0.68
O -2.596 -0.687 0.181 -0.504 -0.291 0.539 -0.67
H -2.131 -1.802 4.522 -0.013 0.010 -0.036 0.21
H -3.542 -0.924 3.908 0.076 -0.003 -0.071 0.21
H -1.981 -0.103 4.040 0.031 -0.009 -0.074 0.23
H -2.518 -3.578 2.734 -0.017 0.057 -0.021 0.21
H -2.517 -3.108 1.022 0.038 0.058 -0.001 0.25
H -3.886 -2.669 2.052 0.102 0.006 -0.014 0.21
H -0.449 -2.208 1.569 -0.059 -0.075 0.027 0.52
Br 3.540 -6.098 -0.092 0.042 -0.023 0.002 0.06
C 3.052 -4.281 -0.254 -0.247 0.102 0.010 -0.16
C 4.007 -3.294 -0.426 -0.022 0.202 -0.027 -0.16
Br 5.850 -3.724 -0.504 -0.071 -0.041 0.012 0.06
C 3.604 -1.952 -0.548 -0.089 -0.089 -0.107 -0.18
Br 4.852 -0.542 -0.755 -0.013 -0.033 0.015 0.05
C 2.259 -1.577 -0.530 0.209 0.437 0.044 0.27
O 1.846 -0.331 -0.628 0.435 -0.654 0.053 -0.79
C 1.279 -2.597 -0.331 -0.540 -0.002 0.078 0.31
O 0.006 -2.209 -0.240 0.806 -0.622 0.115 -0.83
C 1.692 -3.917 -0.196 0.111 0.122 -0.068 -0.20
Br 0.318 -5.181 0.096 0.008 -0.073 0.020 0.05
Cl -0.341 5.753 -5.475 -0.001 -0.210 0.265 -0.04
C -0.356 4.704 -4.062 0.011 0.167 0.043 -0.11
C -0.338 5.271 -2.777 -0.004 0.269 0.025 -0.19
C -0.345 4.489 -1.653 0.075 0.105 -0.145 -0.24
C -0.357 3.072 -1.744 0.003 -0.386 0.734 0.44
O -0.320 2.343 -0.683 0.045 0.519 -0.420 -0.73
C -0.409 2.521 -3.047 -0.039 -0.435 -0.820 -0.30
C -0.529 1.102 -3.313 0.046 0.417 0.321 0.48
O -0.697 0.214 -2.484 -0.055 -0.046 -0.420 -0.57
C -0.390 3.348 -4.188 0.002 0.018 -0.140 -0.15
H -0.317 6.350 -2.682 -0.007 -0.024 -0.011 0.22
H -0.325 4.927 -0.663 -0.004 0.010 -0.048 0.21
H -0.479 0.810 -4.372 -0.050 0.048 -0.118 0.13
H -0.415 2.898 -5.175 0.000 -0.033 0.055 0.22
N 0.691 2.194 2.598 -0.315 -0.284 -0.302 -0.65
N 1.181 1.027 1.853 -0.015 0.212 -0.117 -0.66
H -0.203 1.852 2.949 -0.033 0.049 0.171 0.36
H 0.364 2.793 1.840 0.075 0.216 0.037 0.36
H 1.503 0.358 2.540 0.007 -0.116 0.084 0.38
H 2.018 1.335 1.371 0.140 -0.087 -0.074 0.38
```
Forces are in eV/Å.